Entry 1:
DFT (ωB97M-V with the def2-TZVPD basis set) results for a 11-piece molecular cluster, C30H70N11O13 overall at a distorted geometry.

Values from the calculation:
Total charge: -1
Lowest unoccupied orbital energy: 1.74 eV
Multiplicity: 1
Kohn-Sham gap: 0.2642 hartree

CARTESIAN COORDINATES (ANGSTROEM)
1 N 38.5569 -14.4317 7.5153
2 O 39.2327 -15.0037 8.3917
3 O 38.6348 -14.8019 6.3047
4 O 37.8544 -13.4580 7.8877
5 C 43.6008 -16.3769 10.9469
6 C 42.5239 -15.6357 10.1842
7 O 41.9134 -14.7185 10.7146
8 N 42.1845 -15.9452 8.9040
9 C 42.6290 -17.0591 8.0849
10 H 44.1964 -17.0479 10.3251
11 H 43.0053 -17.0135 11.6051
12 H 44.2474 -15.6644 11.4431
13 H 41.3837 -15.4176 8.5714
14 H 43.2898 -17.7290 8.6274
15 H 43.0187 -16.6795 7.1377
16 H 41.7534 -17.6871 7.8771
17 C 38.8476 -17.0995 0.7565
18 C 39.6915 -17.0690 2.0214
19 O 39.8584 -18.1062 2.6613
20 N 40.1357 -15.8610 2.4202
21 C 40.9683 -15.6356 3.5860
22 H 37.9041 -16.6207 1.0231
23 H 38.7585 -18.1316 0.4361
24 H 39.3153 -16.5573 -0.0672
25 H 39.6486 -15.0441 2.0660
26 H 41.8464 -15.0450 3.3182
27 H 41.3476 -16.5828 3.9658
28 H 40.3826 -15.1353 4.3579
29 C 34.9256 -15.0299 11.6692
30 C 35.8453 -15.3367 10.4903
31 O 36.9289 -14.7890 10.4190
32 N 35.4212 -16.2411 9.5807
33 C 36.1728 -16.6954 8.4375
34 H 33.8864 -15.1754 11.3701
35 H 35.1048 -13.9873 11.9211
36 H 35.3139 -15.6331 12.4888
37 H 34.5346 -16.6732 9.7796
38 H 35.7770 -17.6068 7.9955
39 H 37.2081 -16.9194 8.6959
40 H 36.2260 -15.8839 7.7072
41 C 34.2448 -13.9929 1.0488
42 C 34.5205 -14.7954 2.3034
43 O 33.6358 -15.4625 2.8230
44 N 35.7857 -14.7354 2.7604
45 C 36.3291 -15.5566 3.8315
46 H 33.9545 -14.6961 0.2670
47 H 35.0927 -13.3941 0.7258
48 H 33.3760 -13.3522 1.1956
49 H 36.4099 -14.2665 2.1221
50 H 35.5694 -16.1468 4.3352
51 H 36.8280 -14.9459 4.5844
52 H 37.0180 -16.2745 3.3789
53 C 39.2833 -18.0050 12.9138
54 C 39.1893 -16.9898 11.7611
55 O 39.2963 -15.7990 11.9668
56 N 39.1531 -17.4742 10.4993
57 C 39.0239 -18.8502 10.0767
58 H 38.2872 -18.4083 13.0957
59 H 39.6830 -17.4404 13.7520
60 H 40.0122 -18.7920 12.7111
61 H 39.1182 -16.7149 9.8190
62 H 39.9820 -19.3584 9.9504
63 H 38.5175 -18.9063 9.1167
64 H 38.4183 -19.4022 10.7981
65 C 40.7545 -9.0159 8.4308
66 C 39.5136 -9.8346 8.1177
67 O 39.0849 -10.5612 8.9839
68 N 38.9697 -9.6931 6.8890
69 C 37.7370 -10.3675 6.5428
70 H 41.1133 -8.4006 7.5986
71 H 41.5505 -9.7098 8.7060
72 H 40.6125 -8.3782 9.3008
73 H 39.5545 -9.2929 6.1803
74 H 37.3894 -9.9890 5.5762
75 H 36.9412 -10.2615 7.2747
76 H 37.8666 -11.4413 6.3769
77 C 40.4252 -21.2589 5.0434
78 C 39.9389 -20.1894 6.0112
79 O 40.0645 -20.3291 7.2252
80 N 39.4402 -19.0813 5.4399
81 C 38.9512 -17.9519 6.2091
82 H 41.2710 -21.7576 5.5086
83 H 40.7611 -20.7852 4.1182
84 H 39.6322 -21.9626 4.7963
85 H 39.5490 -18.9681 4.4445
86 H 38.2970 -17.3194 5.6158
87 H 39.7511 -17.3588 6.6497
88 H 38.3390 -18.3181 7.0328
89 C 34.4488 -10.4191 10.3038
90 C 35.5992 -11.3248 9.9047
91 O 36.5563 -11.4661 10.6436
92 N 35.4675 -12.0459 8.7623
93 C 34.3322 -12.0015 7.8669
94 H 34.6918 -9.9162 11.2347
95 H 33.5021 -10.9358 10.4782
96 H 34.2990 -9.6865 9.5039
97 H 36.2591 -12.6042 8.4447
98 H 34.5709 -12.6801 7.0410
99 H 34.1178 -11.0304 7.4202
100 H 33.4492 -12.5024 8.2759
101 C 38.6204 -12.3434 3.5324
102 C 38.3880 -12.5618 2.0454
103 O 38.8952 -13.5082 1.4526
104 N 37.5858 -11.6518 1.4599
105 C 37.3675 -11.5182 0.0284
106 H 38.3061 -11.3322 3.7829
107 H 39.7113 -12.3094 3.5954
108 H 38.2051 -13.1509 4.1305
109 H 37.0924 -10.9883 2.0279
110 H 37.3291 -10.4515 -0.1934
111 H 36.4307 -11.9851 -0.2750
112 H 38.1991 -11.9504 -0.5224
113 C 41.5791 -13.4225 6.2363
114 C 42.1533 -12.9867 7.5923
115 O 41.4168 -12.8320 8.5422
116 N 43.5054 -12.8874 7.6635
117 C 44.2066 -12.3416 8.8083
118 H 41.4392 -14.5025 6.2281
119 H 42.3625 -13.1342 5.5216
120 H 40.6553 -12.9502 5.9181
121 H 44.0491 -13.2284 6.8930
122 H 43.5684 -11.6592 9.3650
123 H 45.0945 -11.8534 8.4071
124 H 44.4857 -13.1136 9.5309

=====

Entry 2:
DFT (ωB97M-V with the def2-TZVPD basis set) results for C30H70N9O10Pt as an isolated structure at a distorted geometry.

Values from the calculation:
Total charge: +1
Energy relative to the best compared isomer or geometry (same formula, charge and spin): 17.5 kcal/mol
Lowest unoccupied orbital energy (alpha / beta): -5.19 / -6.17 eV
Multiplicity: 3
Kohn-Sham gap (alpha / beta): 0.2048 / 0.1686 hartree

CARTESIAN COORDINATES (ANGSTROEM)
1 Pt -5.9319 3.8777 -3.1120
2 C -5.7084 5.0285 0.6747
3 C -4.5401 4.3074 -0.0162
4 C -4.2970 2.9347 0.5774
5 O -4.7358 4.3820 -1.3885
6 H -6.6892 4.5579 0.5935
7 H -5.7080 6.0959 0.4657
8 H -5.5767 4.9926 1.7631
9 H -3.7067 4.9545 0.2757
10 H -5.0973 2.3066 0.9596
11 H -3.5872 3.0065 1.4083
12 H -3.6957 2.3233 -0.1025
13 C -2.8722 7.5758 -1.9584
14 O -3.3133 8.5417 -1.3660
15 N -2.1093 7.6887 -3.0657
16 C -1.8031 6.5096 -3.8855
17 C -1.6666 8.9461 -3.5962
18 H -3.0573 6.5243 -1.6881
19 H -2.5323 5.7703 -3.5512
20 H -0.7905 6.1565 -3.6878
21 H -1.9831 6.7872 -4.9210
22 H -0.5747 9.0247 -3.6402
23 H -1.9805 9.1254 -4.6282
24 H -1.9840 9.7991 -3.0011
25 C -5.7998 10.5166 -0.8824
26 O -5.8275 11.6941 -1.1640
27 N -6.6136 9.5955 -1.4600
28 C -6.5070 8.2001 -1.1908
29 C -7.6568 9.9769 -2.3913
30 H -5.1170 10.1286 -0.1150
31 H -6.1365 7.6313 -2.0531
32 H -7.3963 7.6797 -0.8294
33 H -5.6886 8.0710 -0.4743
34 H -8.6391 9.9321 -1.9167
35 H -7.4855 10.9846 -2.7638
36 H -7.6005 9.3351 -3.2752
37 C -3.5512 -2.6342 -0.6528
38 O -3.4445 -3.2131 -1.7083
39 N -3.9113 -1.3251 -0.5652
40 C -3.8099 -0.5966 0.6737
41 C -4.4462 -0.5468 -1.6275
42 H -3.4213 -3.0941 0.3352
43 H -3.5085 -1.2141 1.5233
44 H -4.8132 -0.3061 1.0218
45 H -3.1546 0.2675 0.5843
46 H -4.4818 -1.0723 -2.5808
47 H -5.4818 -0.2508 -1.4147
48 H -3.9257 0.3936 -1.8432
49 C -9.0868 9.0542 0.6922
50 O -9.9597 9.8704 0.4779
51 N -9.3658 7.7804 1.0587
52 C -8.3488 6.9011 1.5721
53 C -10.7062 7.2547 0.9220
54 H -8.0336 9.3465 0.7074
55 H -7.3626 7.3308 1.7452
56 H -8.1426 6.1483 0.8046
57 H -8.6834 6.4379 2.5002
58 H -11.1070 6.8003 1.8269
59 H -11.3715 8.0068 0.5142
60 H -10.6211 6.4634 0.1739
61 C 1.6003 4.4513 -1.9317
62 O 1.2921 4.9353 -2.9979
63 N 0.7225 4.0610 -0.9745
64 C 1.0797 3.1752 0.1134
65 C -0.6951 4.1865 -1.1896
66 H 2.6405 4.2740 -1.6178
67 H 2.1321 3.1180 0.3837
68 H 0.7435 2.1638 -0.1379
69 H 0.5364 3.5011 1.0034
70 H -0.9294 4.7095 -2.1129
71 H -1.2496 3.2433 -1.1924
72 H -1.1520 4.7801 -0.3890
73 C -6.8333 1.7969 2.8502
74 O -7.6317 1.8188 1.9275
75 N -6.5709 0.7646 3.6549
76 C -7.3501 -0.4497 3.5799
77 C -5.5750 0.7852 4.7217
78 H -6.2863 2.7032 3.1702
79 H -6.6744 -1.2900 3.3897
80 H -8.1526 -0.4290 2.8520
81 H -7.8132 -0.6373 4.5554
82 H -5.0046 1.7075 4.6257
83 H -6.0844 0.7465 5.6837
84 H -4.9225 -0.0769 4.5916
85 C -8.5653 5.3520 -1.8396
86 O -7.4967 5.4877 -2.4387
87 N -9.7333 5.7411 -2.4092
88 C -9.6806 6.5862 -3.6068
89 C -11.0427 5.4358 -1.9165
90 H -8.7611 4.8228 -0.8985
91 H -8.6671 6.6249 -3.9936
92 H -10.0725 7.5622 -3.3273
93 H -10.2447 6.1534 -4.4351
94 H -10.9622 4.8462 -1.0012
95 H -11.6673 6.3238 -1.8095
96 H -11.6377 4.7681 -2.5515
97 C -0.7277 1.0578 3.0504
98 O -1.3563 1.3245 2.0389
99 N 0.1759 0.0614 3.1219
100 C 0.9820 -0.1669 4.2977
101 C 0.3836 -0.8157 1.9942
102 H -0.7562 1.5858 4.0141
103 H 0.7533 0.5322 5.0997
104 H 2.0611 -0.1015 4.1409
105 H 0.7794 -1.1937 4.6176
106 H -0.2569 -0.5978 1.1456
107 H 1.3980 -0.6727 1.6062
108 H 0.2743 -1.8723 2.2431
109 C -2.1731 5.6675 2.8855
110 O -1.7852 6.8055 2.7376
111 N -2.4442 5.1383 4.0919
112 C -2.9535 3.7962 4.2619
113 C -2.2975 5.9206 5.3058
114 H -2.2882 4.9520 2.0586
115 H -4.0304 3.8106 4.4691
116 H -2.4878 3.3183 5.1243
117 H -2.7889 3.1847 3.3730
118 H -3.2747 6.1919 5.7166
119 H -1.8926 5.2818 6.0972
120 H -1.6310 6.7530 5.1169

=====

Entry 3:
DFT (ωB97M-V with the def2-TZVPD basis set) results for a 9-piece molecular cluster, C30H71N9O8 overall at a distorted geometry.

Values from the calculation:
Energy relative to the best compared isomer or geometry (same formula, charge and spin): 0.0 kcal/mol
Lowest unoccupied orbital energy: 0.10 eV
Multiplicity: 1
Kohn-Sham gap: 0.3119 hartree
Structure (SMILES): CCN(CC)CC.CNC(C)=O.CNC(C)=O.CNC(C)=O.CNC(C)=O.CNC(C)=O.CNC(C)=O.CNC(C)=O.CNC(C)=O

CARTESIAN COORDINATES (ANGSTROEM)
1 C 3.8117 -8.1602 -1.7407
2 C 4.7924 -8.4826 -0.5571
3 N 6.0204 -7.6082 -0.4749
4 C 5.5981 -6.1871 -0.3737
5 C 6.5217 -5.3445 0.4363
6 C 6.9565 -7.7550 -1.6776
7 C 7.6406 -9.0932 -1.7043
8 H 3.7374 -7.0850 -1.9039
9 H 2.8181 -8.5839 -1.5952
10 H 4.2113 -8.5247 -2.6871
11 H 4.2666 -8.3908 0.3932
12 H 5.1421 -9.5150 -0.5644
13 H 5.4738 -5.7570 -1.3675
14 H 4.6672 -6.1515 0.1923
15 H 7.4911 -5.2471 -0.0525
16 H 6.1105 -4.3558 0.6401
17 H 6.6500 -5.7165 1.4527
18 H 7.7095 -6.9757 -1.7948
19 H 6.3640 -7.6613 -2.5877
20 H 8.4707 -9.0437 -2.4091
21 H 6.8556 -9.8000 -1.9733
22 H 8.1395 -9.2192 -0.7434
23 C -6.6232 -1.2845 3.2836
24 N -8.0255 -1.4305 3.5751
25 C -8.6690 -1.2413 4.7198
26 C -10.1483 -1.6461 4.7825
27 O -8.1625 -0.8979 5.7806
28 H -6.5135 -0.9475 2.2528
29 H -6.0965 -2.2246 3.4473
30 H -6.1664 -0.4944 3.8796
31 H -8.6052 -1.7518 2.8130
32 H -10.5247 -2.1726 3.9055
33 H -10.8189 -0.8947 5.1995
34 H -10.1516 -2.3770 5.5911
35 C 5.9074 2.8590 3.0727
36 N 7.3395 2.7540 3.3833
37 C 7.9231 3.0701 4.5573
38 C 9.4042 3.0245 4.5418
39 O 7.2569 3.2868 5.5163
40 H 5.4015 1.9522 2.7413
41 H 5.7943 3.6551 2.3368
42 H 5.5036 3.0868 4.0592
43 H 7.9731 2.5210 2.6320
44 H 9.9879 3.7170 5.1482
45 H 9.7807 3.0903 3.5210
46 H 9.6455 2.0708 5.0112
47 C -3.4202 4.1945 6.1110
48 N -2.5032 5.2946 6.0932
49 C -1.4102 5.4767 5.3235
50 C -0.5101 6.6482 5.5597
51 O -1.0617 4.6551 4.4773
52 H -4.1708 4.3306 6.8896
53 H -2.8509 3.2757 6.2518
54 H -4.0133 4.0016 5.2170
55 H -2.8003 6.0942 6.6341
56 H -0.1883 6.7348 6.5975
57 H -0.9519 7.5982 5.2591
58 H 0.4173 6.5934 4.9896
59 C -4.8367 5.5999 -7.4982
60 N -3.7231 6.3687 -7.0076
61 C -2.5880 5.8100 -6.5687
62 C -2.4136 4.3465 -6.7857
63 O -1.7470 6.4588 -6.0363
64 H -5.2294 6.0324 -8.4184
65 H -5.7059 5.6625 -6.8435
66 H -4.6754 4.5638 -7.7958
67 H -3.7063 7.3685 -6.8655
68 H -3.0378 3.7286 -6.1402
69 H -1.3902 4.0686 -6.5338
70 H -2.5902 3.9623 -7.7904
71 C -8.3074 4.7527 2.0384
72 N -7.8749 3.7501 1.0123
73 C -6.9111 3.9308 0.0473
74 C -5.8000 4.9424 0.2876
75 O -6.8244 3.3626 -1.0385
76 H -9.3749 4.9674 1.9903
77 H -7.9619 5.7856 1.9973
78 H -8.1027 4.3285 3.0214
79 H -8.4439 2.9670 0.7242
80 H -5.1689 4.4877 1.0511
81 H -6.2082 5.9323 0.4915
82 H -5.1617 5.1094 -0.5801
83 C 0.8168 -0.6840 3.4445
84 N 0.2229 0.0606 2.3379
85 C 0.1017 -0.2676 1.0395
86 C -0.2501 0.8905 0.2475
87 O 0.4178 -1.3569 0.5635
88 H 1.5601 0.0477 3.7612
89 H 1.4314 -1.4955 3.0547
90 H 0.1562 -0.9882 4.2564
91 H -0.0283 1.0033 2.5991
92 H 0.4600 1.6979 0.4261
93 H -1.2387 1.1706 0.6112
94 H -0.5496 0.6932 -0.7818
95 C -3.7395 -4.4570 -3.4278
96 N -5.0593 -5.0041 -3.8505
97 C -5.3917 -5.7086 -4.9517
98 C -4.2000 -6.4173 -5.6633
99 O -6.6011 -5.7010 -5.3626
100 H -3.7674 -4.4664 -2.3382
101 H -3.7744 -3.4816 -3.9130
102 H -2.9377 -5.0613 -3.8519
103 H -5.8495 -4.6064 -3.3631
104 H -3.3894 -5.7262 -5.8944
105 H -4.5511 -6.8679 -6.5916
106 H -3.7656 -7.1840 -5.0217
107 C 5.5415 0.7879 -2.8958
108 N 6.1533 2.0345 -3.3755
109 C 7.2406 2.6468 -2.8205
110 C 7.8589 3.8620 -3.5075
111 O 7.7404 2.2526 -1.8264
112 H 5.8314 -0.0388 -3.5444
113 H 4.4822 0.9332 -3.1074
114 H 5.6523 0.5321 -1.8421
115 H 5.9070 2.3679 -4.2965
116 H 8.8616 3.5871 -3.8350
117 H 7.8494 4.6454 -2.7497
118 H 7.1937 4.0471 -4.3509

=====

Entry 4:
DFT (ωB97M-V with the def2-TZVPD basis set) results for C30H72AsF6N9O7P as an isolated structure at a distorted geometry.

Values from the calculation:
Total charge: -1
Lowest unoccupied orbital energy: 2.22 eV
Multiplicity: 1
Kohn-Sham gap: 0.3201 hartree

CARTESIAN COORDINATES (ANGSTROEM)
1 As 0.5936 -0.2719 -0.7710
2 F -0.0444 -1.6299 -1.6746
3 F 0.5943 -1.2461 0.7086
4 F 1.2911 1.0692 0.1386
5 F 0.4729 0.6831 -2.2209
6 F -1.0443 0.1487 -0.3338
7 F 2.2216 -0.7767 -1.1580
8 C 1.6648 3.9103 -2.3249
9 O 2.0512 3.8432 -3.4718
10 N 2.2408 4.7010 -1.3875
11 C 2.0003 4.4250 0.0158
12 C 3.2427 5.7006 -1.6368
13 H 0.8805 3.2461 -1.9489
14 H 1.3164 3.5922 0.1675
15 H 1.7998 5.3583 0.5445
16 H 2.9309 4.0249 0.4463
17 H 4.2396 5.3091 -1.4053
18 H 3.1778 6.1010 -2.6440
19 H 3.1004 6.5271 -0.9335
20 C -1.5900 -0.7631 -6.0847
21 O -1.2069 -0.4752 -7.2017
22 N -2.3961 -0.0197 -5.2887
23 C -2.4642 -0.3588 -3.8686
24 C -2.9099 1.2318 -5.7621
25 H -1.1272 -1.6451 -5.6205
26 H -2.0009 -1.3316 -3.7236
27 H -3.5213 -0.3554 -3.5960
28 H -1.9293 0.3456 -3.2294
29 H -2.7651 1.2621 -6.8460
30 H -3.9665 1.4557 -5.6181
31 H -2.3076 2.0870 -5.4409
32 C -0.4505 -5.1193 -0.5195
33 O -1.3596 -5.8699 -0.8368
34 N 0.8575 -5.3582 -0.7017
35 C 1.8900 -4.3593 -0.4142
36 C 1.3084 -6.5324 -1.4142
37 H -0.5986 -4.1214 -0.0750
38 H 2.5041 -4.8215 0.3627
39 H 1.4770 -3.4215 -0.0528
40 H 2.4741 -4.2139 -1.3224
41 H 2.0214 -7.1121 -0.8249
42 H 0.4816 -7.1828 -1.6848
43 H 1.7612 -6.1932 -2.3513
44 C -2.3539 5.1622 -1.7135
45 O -2.5891 5.7785 -2.7365
46 N -1.9138 3.9004 -1.6222
47 C -1.8716 3.2578 -0.3081
48 C -1.6514 3.1016 -2.8024
49 H -2.4629 5.6188 -0.7151
50 H -2.5688 3.7322 0.3771
51 H -0.8816 3.3543 0.1478
52 H -2.0327 2.1856 -0.4006
53 H -2.5266 2.4771 -2.9999
54 H -1.4636 3.6904 -3.6968
55 H -0.7946 2.4382 -2.7071
56 C 1.6753 0.6889 -5.2613
57 O 2.1096 1.7444 -5.6612
58 N 2.4151 -0.3983 -4.9430
59 C 1.8198 -1.5923 -4.3586
60 C 3.8367 -0.4178 -5.1816
61 H 0.6069 0.5899 -5.0336
62 H 1.8275 -2.3276 -5.1707
63 H 0.8027 -1.3619 -4.0501
64 H 2.3175 -2.0204 -3.4900
65 H 4.1803 0.5692 -5.4800
66 H 4.3070 -0.5700 -4.1993
67 H 4.1720 -1.2320 -5.8259
68 O -5.1105 -1.7581 3.5582
69 P -5.6702 -2.3403 2.3174
70 N -6.1224 -3.9622 2.5043
71 C -5.0680 -4.9485 2.3031
72 C -6.9950 -4.2677 3.6357
73 N -4.5506 -2.3433 1.1133
74 C -4.9021 -2.6145 -0.2645
75 C -3.1414 -1.9971 1.3078
76 N -7.0254 -1.5902 1.7016
77 C -8.0229 -2.2453 0.8759
78 C -7.2219 -0.1761 1.9583
79 H -4.8966 -5.1792 1.2530
80 H -5.2286 -5.8863 2.8383
81 H -4.1380 -4.6188 2.7900
82 H -7.2313 -5.3305 3.6932
83 H -7.9762 -3.7969 3.5349
84 H -6.5162 -3.9550 4.5686
85 H -5.7101 -3.3472 -0.3111
86 H -5.2410 -1.7122 -0.7919
87 H -4.0786 -2.9838 -0.8771
88 H -2.7867 -1.3018 0.5488
89 H -2.9204 -1.6612 2.3159
90 H -2.5818 -2.9296 1.1606
91 H -7.9949 -1.7691 -0.1145
92 H -7.8362 -3.3070 0.7489
93 H -9.0367 -2.0748 1.2541
94 H -7.2713 0.0001 3.0395
95 H -8.1700 0.1695 1.5543
96 H -6.3677 0.4230 1.6302
97 C 3.0366 1.5846 5.3818
98 C 3.7572 2.3022 4.2394
99 C 4.8205 3.1986 4.8998
100 C 6.1181 2.4635 5.2434
101 C 6.7511 1.8003 4.0280
102 C 5.7061 0.7806 3.4561
103 N 4.3844 1.3664 3.2886
104 O 3.4760 0.4513 2.6991
105 C 6.2700 0.4374 2.0523
106 C 5.7315 -0.4491 4.3503
107 C 2.8190 3.1435 3.3840
108 H 3.7299 1.1234 6.0840
109 H 2.3453 0.8495 4.9636
110 H 2.4458 2.2585 6.0098
111 H 5.0484 4.1098 4.3359
112 H 4.5575 3.6027 5.8834
113 H 5.9489 1.7690 6.0745
114 H 6.8060 3.1780 5.7147
115 H 7.5996 1.2037 4.3525
116 H 6.9916 2.6530 3.3917
117 H 7.3348 0.2318 2.1429
118 H 5.7546 -0.4592 1.6889
119 H 6.0222 1.1725 1.2870
120 H 5.3414 -1.3274 3.8302
121 H 6.7207 -0.7351 4.7125
122 H 5.0954 -0.2875 5.2182
123 H 3.4673 3.7732 2.7713
124 H 2.1693 3.7801 3.9853
125 H 2.2784 2.4831 2.7082
126 H 3.4138 0.8334 1.8134

=====

One value per record, in order, for total energy: -2765.6112, -2549.1518, -2280.3550, -5382.3090 hartree.